Record 1
45
Properties=species:S:1:pos:R:3:forces:R:3:mulliken_spin:R:1 method="wB97M-V/def2-TZVPD" relative_energy_kcal_mol=26.4 spin_multiplicity=6 s2=8.91 fmax_ev_per_a=2.49
H -0.97771 -1.52004 4.88769 0.2 -0.1 -0.5 0.013
H 0.65928 -2.57317 -3.66863 0.0 0.1 0.9 0.001
H 4.20639 -1.23690 -2.64019 0.0 0.0 0.4 0.000
H -5.19184 3.50733 0.95767 0.1 -0.3 0.1 0.007
H 3.38979 -0.42257 -1.29383 0.0 0.0 -0.2 -0.001
H 0.52149 2.73030 -2.85838 0.5 -0.2 -0.2 0.005
H 4.25943 1.02185 -3.08658 0.0 -0.4 -0.3 0.000
C -3.39512 2.28248 0.82196 -0.4 0.5 0.2 -0.116
C 1.16657 -1.64485 -3.37444 0.2 -0.8 -0.4 -0.007
C 1.46073 -2.64722 2.03519 -0.1 -0.4 0.3 -0.007
C -4.47302 2.89395 1.50204 0.6 -0.5 -0.1 0.105
C 0.03001 -0.98093 3.04326 -0.8 -0.4 0.3 -0.200
H -0.26188 -0.88161 -4.70647 0.5 0.2 0.2 -0.001
H 2.35600 -2.64466 -1.97077 0.1 0.3 -0.6 0.000
N -0.77556 0.12356 2.76405 0.5 0.4 -0.6 0.146
C 2.21533 -1.71657 -2.54901 -0.7 -0.3 0.0 0.004
C -0.28359 -1.84362 4.10761 0.3 -0.6 -0.2 0.052
C 0.06665 0.66835 -3.27119 -0.5 -0.1 -0.9 -0.036
H -5.44408 3.17457 3.39582 0.0 0.1 0.2 -0.002
H 2.84408 2.56779 -2.52589 -0.2 -0.4 0.0 -0.001
H 3.24680 0.25262 -4.31654 -0.2 0.3 0.7 0.000
Mn -0.92708 0.44819 0.76888 -0.6 -0.4 1.3 4.624
H -0.66463 1.79490 0.14375 0.5 1.1 -1.1 -0.081
C -2.44083 1.53213 1.49928 -1.1 -0.3 0.0 -0.114
C -2.56278 1.41138 2.90891 0.2 0.1 0.2 -0.123
C -4.59870 2.73371 2.89213 0.8 0.0 -0.3 -0.031
C 3.28000 0.55094 -3.24614 0.6 -0.2 0.7 -0.004
H 1.48294 -4.55953 3.03390 -0.1 0.2 0.0 0.005
H -0.08916 -3.86206 4.84184 0.2 0.2 -0.2 -0.002
H -3.30365 2.37744 -0.25616 -0.1 0.2 0.1 0.005
H 1.19355 -0.63100 1.23525 0.2 -0.3 0.3 -0.064
C 3.28835 -0.70332 -2.35456 0.4 0.2 -0.1 0.000
C 2.33196 1.64355 -2.83115 -0.7 1.5 -1.8 -0.003
N -1.68794 0.57177 3.58780 0.1 -0.2 0.0 0.420
H 2.13462 -2.95447 1.23817 -0.1 0.0 0.2 0.000
C 0.60278 -0.48032 -4.14353 -0.5 -0.4 -0.5 0.010
C -3.61366 2.05863 3.60673 0.2 -0.3 -0.6 0.101
H -3.61642 1.98895 4.68763 -0.2 -0.1 0.0 0.000
H -0.87985 1.04568 -3.73296 0.6 -0.3 0.6 -0.001
H -0.13896 0.31007 -2.23019 -0.2 0.2 -0.8 0.050
C 1.08481 -3.54614 3.04789 0.1 0.2 -0.2 0.055
C 0.20989 -3.14849 4.07079 0.4 0.4 -0.1 -0.027
H 1.31748 -0.12520 -4.90771 -0.4 0.1 0.4 0.001
C 0.95057 -1.36002 2.03001 -0.8 0.4 0.5 0.222
C 1.02697 1.79256 -3.14391 0.4 0.2 2.4 -0.006

=====

Record 2
56
Properties=species:S:1:pos:R:3:forces:R:3:nbo_charge:R:1 method="wB97M-V/def2-TZVPD" relative_energy_kcal_mol=17.5 total_charge=+2 fmax_ev_per_a=1.14
C 3.24809 -0.43515 -1.76380 0.0 0.0 0.0 -0.243
C -1.11776 -4.07610 0.05070 0.0 -0.1 -0.1 0.215
C -1.16476 0.54001 4.38582 0.1 0.0 0.1 -0.230
H -2.07014 0.78739 2.46937 0.0 0.0 0.1 0.248
N -2.46823 0.32769 -0.15882 0.4 -0.7 -0.2 -0.390
H -4.28904 -3.65038 -1.44752 0.0 0.0 0.0 0.221
O -0.79952 -1.57511 0.36911 -0.2 0.0 -0.1 -0.553
N -0.99397 -2.22148 1.53711 0.2 -0.2 -0.1 -0.019
C -1.15332 -3.48663 1.36140 0.0 0.3 0.1 0.003
H 4.64182 -0.70269 1.31288 0.0 0.0 0.0 0.249
C -4.63410 -3.44633 -0.43150 0.1 -0.1 0.0 -0.615
H -6.64975 -2.96946 -0.95363 0.0 0.0 0.0 0.239
H -4.88010 -4.40356 0.02675 0.0 0.0 0.0 0.248
H 3.46814 -0.50079 -2.81834 0.0 0.0 0.0 0.266
H 3.05088 -0.33478 2.84239 0.0 0.0 0.0 0.432
N 2.27393 -0.15774 2.22528 -0.2 0.0 0.1 -0.554
Os -0.35634 0.31452 0.22754 0.0 0.4 0.0 1.210
C -1.40070 -4.29009 2.52184 0.0 -0.1 0.1 0.210
C 1.15360 0.02066 4.29136 -0.1 0.0 0.0 -0.250
H -2.08456 0.73055 4.91827 0.0 0.0 0.0 0.262
H -0.17781 4.76342 1.12812 0.0 0.0 0.0 0.218
C -6.29970 -2.25478 1.03296 0.0 0.0 0.1 -0.614
C 1.08660 0.08004 2.89375 0.3 -0.1 0.1 0.411
H 0.08148 0.19649 6.12586 0.0 0.0 0.0 0.260
O -1.44228 3.09574 0.96611 0.2 0.0 -0.2 -0.425
C -0.70202 2.25107 0.38395 -0.4 -0.1 0.3 0.739
N -4.39667 -0.46365 -0.61358 0.2 0.0 0.0 -0.145
N -4.52136 0.37781 0.43807 -0.3 -0.3 -0.6 0.020
N 1.64194 -0.03609 -0.02697 0.4 -0.2 0.1 -0.490
C -5.54999 -1.22159 -1.15699 0.2 0.3 -0.2 -0.209
C -1.16694 0.57347 3.02377 -0.2 0.0 -0.1 0.050
H -5.28973 -1.43089 -2.19529 -0.1 0.0 0.0 0.230
C 1.99131 -0.12962 -1.34023 -0.2 0.1 0.0 0.065
C -5.82960 -2.50868 -0.39317 -0.1 -0.1 0.0 -0.237
O 0.26500 2.33459 -0.36076 0.3 0.2 -0.3 -0.523
N -1.11382 -4.49362 -1.01865 0.0 0.1 0.0 -0.199
H 1.19279 0.06945 -2.04923 0.0 0.0 0.0 0.218
N -3.37045 0.83957 0.67516 -0.2 0.7 0.9 -0.048
H -6.62599 -3.18979 1.48718 0.0 0.0 0.0 0.239
C 4.23043 -0.64699 -0.78950 0.1 0.0 0.0 -0.071
C 3.90365 -0.54672 0.53811 0.0 0.0 -0.1 -0.257
C -3.11681 -0.50429 -0.96624 -0.4 0.0 0.1 0.228
H -6.38852 -0.52831 -1.13850 0.0 0.0 0.0 0.251
C 0.03258 0.24755 5.04717 -0.1 0.0 -0.2 -0.082
C 2.58533 -0.24230 0.89740 -0.1 0.0 -0.1 0.436
C -1.14258 4.52277 0.69164 -0.1 0.1 0.0 -0.264
H -1.94524 5.06539 1.17446 0.0 0.0 0.0 0.239
H -7.13583 -1.55647 1.07300 0.0 0.0 0.0 0.228
H -2.70675 -1.10762 -1.75941 0.0 0.0 0.0 0.264
H 5.24507 -0.88576 -1.07922 0.0 0.0 0.0 0.260
N -1.60170 -4.93448 3.44970 0.0 0.0 0.0 -0.170
H 2.10277 -0.21430 4.75417 0.0 0.0 0.0 0.244
H -5.49420 -1.85461 1.65418 0.0 0.0 0.0 0.199
N -0.06099 0.34958 2.26752 0.0 0.0 -0.3 -0.406
H -1.14287 4.68153 -0.38268 0.0 0.0 0.0 0.219
H -3.80236 -3.02256 0.13905 0.1 0.0 0.0 0.175

=====

Record 3
56
Properties=species:S:1:pos:R:3:forces:R:3:nbo_charge:R:1 method="wB97M-V/def2-TZVPD" relative_energy_kcal_mol=1.7 total_charge=+2 fmax_ev_per_a=0.82
C -2.17178 0.75626 -1.39398 -0.4 -0.3 0.7 0.717
N 1.09126 1.28612 -1.09837 -0.1 0.1 0.3 -0.465
H 1.53391 -3.17496 1.64743 0.0 0.0 0.0 0.183
C -0.82746 -1.99721 0.87507 -0.1 -0.1 -0.1 0.215
C 2.91932 2.56531 -1.95186 0.0 0.0 0.0 -0.253
Os -0.68721 1.05239 -0.13356 0.1 0.0 -0.6 1.187
H -3.63649 0.57337 -3.35175 0.0 0.0 0.0 0.218
N -0.81974 -3.02936 -1.03006 -0.1 0.0 0.0 0.016
H -2.83822 2.70249 0.82141 0.0 0.0 0.0 0.223
H 0.63825 -3.79854 3.05100 0.0 0.0 0.0 0.214
N -0.14503 0.20359 2.58024 -0.1 0.4 -0.2 -0.022
N 1.04361 3.67802 -1.07209 0.0 0.0 0.0 -0.545
C -2.54585 4.80649 0.60016 0.0 -0.1 0.0 -0.239
C 1.22742 -4.08425 2.17585 0.0 0.0 0.0 -0.619
C -4.18081 0.17345 -2.50166 0.0 0.0 -0.1 -0.263
N -1.01290 3.09637 -0.08142 0.1 0.1 -0.1 -0.484
C -0.45732 5.39438 -0.39947 0.0 0.0 0.0 -0.249
N 2.29630 2.50012 1.89781 0.0 0.0 -0.1 -0.212
H -0.89031 -1.81120 1.93167 0.0 0.0 0.0 0.278
H -4.38286 -0.88521 -2.62147 0.0 0.0 0.0 0.228
N -0.90522 -3.18795 0.29688 0.1 0.0 0.0 -0.147
C 3.60488 1.42967 -2.27656 0.0 0.0 0.0 -0.072
H 3.33925 3.54371 -2.14323 0.0 0.0 0.0 0.246
H 0.77107 -6.13602 -0.59849 0.0 0.0 0.0 0.230
H -1.44445 -5.16747 0.20815 0.0 0.0 0.0 0.251
N -0.69877 -1.09878 -0.08787 0.2 0.0 0.1 -0.390
C -2.18984 3.49398 0.46872 0.0 0.1 0.1 0.055
C -0.16317 4.03193 -0.50657 -0.1 -0.1 0.0 0.416
O -1.44463 1.10879 -2.29831 0.2 0.0 -0.1 -0.507
H -3.49420 5.06642 1.04601 0.0 0.0 0.0 0.262
C 3.01791 0.18505 -2.01622 -0.1 0.0 0.0 -0.238
H 1.28311 -0.77181 -1.25083 0.0 0.0 0.0 0.234
C 1.76434 1.62898 2.42115 -0.1 0.0 0.0 0.229
H -1.89361 6.83243 0.24219 0.0 0.0 0.0 0.258
N -0.70992 -1.78355 -1.25982 0.0 0.0 -0.1 -0.070
C 1.04411 0.49511 2.95200 0.0 -0.1 0.0 0.053
H 0.25780 6.12569 -0.75132 0.0 0.0 0.0 0.246
C -1.65192 5.78209 0.15374 0.1 0.0 0.0 -0.088
C -0.93475 -4.52080 0.91911 0.1 -0.1 0.1 -0.216
C 1.78522 0.15838 -1.44383 0.1 -0.1 0.0 0.060
H 2.25471 -5.75273 0.27515 0.0 0.0 0.0 0.236
H -1.54744 -4.43043 1.81506 0.0 0.0 0.0 0.232
C 0.47099 -5.03909 1.25685 -0.1 0.0 0.0 -0.231
H -5.09089 0.72837 -2.30537 0.0 0.0 0.0 0.228
H 0.28361 -5.96331 1.80982 0.0 0.0 0.0 0.237
H 1.41828 -4.49526 -0.62745 0.0 0.0 0.0 0.195
O -0.65728 1.18939 1.73761 0.3 -0.3 0.2 -0.489
H 3.51130 -0.74232 -2.26536 0.0 0.0 0.0 0.261
H 1.62546 4.47317 -1.28878 0.0 0.0 0.0 0.432
N 2.24801 -1.14020 4.54767 0.0 0.0 0.0 -0.134
C 1.64759 2.48649 -1.36051 0.1 0.0 0.1 0.446
C 1.70578 -0.40167 3.85797 0.0 0.0 0.0 0.196
C 1.26968 -5.37569 0.00253 0.0 0.0 0.0 -0.613
H 4.58345 1.49510 -2.73244 0.0 0.0 0.0 0.259
O -3.35417 0.30093 -1.28005 0.0 0.2 -0.2 -0.448
H 2.13961 -4.55621 2.53746 0.0 0.0 0.0 0.251

=====

Record 4
47
Properties=species:S:1:pos:R:3:forces:R:3:nbo_charge:R:1 method="wB97M-V/def2-TZVPD" relative_energy_kcal_mol=3.5 smiles="Cc1ccc(CCNC(=O)C[C@H]2Oc3ccc(C)cc3NC2=O)cc1" fmax_ev_per_a=0.70
C -3.45687 -0.53375 0.53731 0.0 0.0 0.0 -0.631
H -1.27232 -1.51284 1.83964 0.0 0.1 0.1 0.216
H -2.95822 -1.10483 -2.05865 -0.1 0.0 -0.1 0.214
N 1.87275 -0.68705 -2.35938 0.4 -0.3 0.2 -0.631
C 0.98533 1.54504 -2.21762 -0.3 -0.1 0.1 -0.520
H 1.66147 -0.92283 4.18275 0.1 -0.1 0.1 0.214
C -1.03781 -2.02830 -1.96196 0.0 0.0 0.0 -0.239
C 1.14728 -0.24229 3.52105 0.0 0.0 0.0 -0.230
N -0.71085 2.46353 0.97194 -0.3 0.2 0.4 -0.619
C 1.27917 -3.00441 -1.74371 0.0 0.1 -0.1 -0.449
H -3.62526 0.42028 0.03875 -0.1 0.1 0.0 0.219
O 1.33229 0.86467 0.05208 0.2 0.2 0.3 -0.509
C -0.09333 -2.24690 0.21829 0.0 -0.1 -0.2 -0.235
H -3.32639 -0.35601 1.60230 0.0 0.0 0.1 0.213
C -0.43715 2.52628 -0.35443 0.2 -0.1 -0.1 0.669
H 2.19790 -0.48103 -1.42594 -0.1 0.1 -0.1 0.407
H 2.93307 -2.37116 -2.99222 -0.1 0.0 -0.1 0.197
H 1.99926 -3.18151 -0.94145 0.0 -0.1 0.0 0.201
H 0.26853 0.91228 6.07836 0.0 0.0 0.1 0.222
C -1.21629 -1.65382 0.76926 -0.1 0.0 0.0 -0.222
H -1.39413 1.97791 3.49320 -0.1 0.1 0.0 0.211
C 0.91493 0.74567 1.34934 -0.1 -0.1 0.4 0.249
O 0.58238 0.04691 -4.06099 -0.3 0.0 -0.3 -0.626
H 1.06878 -3.96359 -2.22272 0.1 0.0 0.0 0.223
C 0.33005 1.29944 -0.86058 -0.4 0.1 -0.6 0.003
H 2.41493 -0.68094 1.84323 0.1 -0.1 -0.1 0.223
H 0.36416 2.23490 -2.78965 0.1 -0.1 0.0 0.271
C 1.11261 0.23670 -2.98779 0.2 0.5 0.3 0.692
C -2.15538 -1.42934 -1.41259 0.0 0.0 0.0 -0.209
H -1.30116 3.18328 1.36844 0.1 0.0 -0.2 0.414
C 0.02003 -2.42988 -1.15240 0.1 -0.1 0.2 0.061
C -0.38574 0.34099 5.41965 0.1 0.1 0.0 -0.628
H -0.43120 0.50432 -0.95857 0.2 0.1 0.1 0.222
O -0.82999 3.42252 -1.06321 -0.1 0.1 -0.2 -0.583
C -0.56871 1.37633 3.14029 0.1 -0.1 -0.1 -0.264
H 1.33992 -2.09778 -3.72783 0.1 0.0 0.1 0.234
C 1.90079 -2.06494 -2.79128 0.0 -0.2 -0.1 -0.224
H 0.70817 -2.56381 0.87056 0.1 0.0 0.0 0.207
H -4.34799 -1.14410 0.39380 -0.1 0.0 0.0 0.222
H -0.98042 -2.16370 -3.03100 0.0 0.0 -0.2 0.225
H -1.40074 0.70793 5.54794 -0.1 0.0 0.1 0.215
C -0.14467 1.51830 1.82834 0.4 -0.2 -0.1 0.169
C -2.25608 -1.21990 -0.03993 0.0 0.0 0.1 -0.025
C 1.57224 -0.11764 2.21093 -0.1 0.2 -0.2 -0.220
H -0.34472 -0.70033 5.73133 0.0 -0.1 0.1 0.219
H 1.96857 1.99213 -2.06295 0.0 0.0 0.0 0.235
C 0.06386 0.48665 3.99765 0.0 0.0 -0.1 -0.004

=====

Record 5
48
Properties=species:S:1:pos:R:3:forces:R:3:nbo_charge:R:1 method="wB97M-V/def2-TZVPD" relative_energy_kcal_mol=19.4 smiles="Cc1ccc(Oc2ncccc2NC(=O)CCCC(=O)O)c2c1CCC2" fmax_ev_per_a=0.83
N 1.46529 -0.24025 -0.81705 -0.3 -0.2 0.1 -0.621
C -0.82732 -2.31429 -0.72210 0.3 -0.1 0.4 -0.273
H -3.90662 1.25936 0.36455 -0.1 0.0 0.0 0.214
C 2.25897 -1.25774 -0.28526 0.1 -0.2 0.2 0.066
C 1.98001 2.44057 0.96702 -0.2 0.0 0.2 0.805
O 0.52016 -1.97637 1.27606 -0.3 0.3 0.1 -0.471
H -2.14512 -2.51023 -2.38027 0.0 0.0 -0.1 0.211
C 1.86070 0.87213 -1.49219 -0.6 0.0 -0.2 0.689
H -2.14429 1.96563 1.76449 0.0 0.0 0.0 0.199
C -1.47299 -0.02769 2.27695 0.1 0.0 0.2 -0.453
H 3.73597 2.37182 1.70811 -0.3 -0.1 0.0 0.501
C -2.58148 1.02448 2.10220 0.0 0.0 0.0 -0.388
C 0.07802 2.48850 -0.67641 0.2 0.1 0.0 -0.379
H 0.64071 4.04266 0.72048 0.1 0.0 0.0 0.243
H -0.36392 1.77039 0.01739 -0.1 0.0 0.0 0.217
C 1.12783 3.30944 0.07193 -0.1 -0.1 0.0 -0.528
H -4.20723 -1.37865 -2.64889 -0.1 0.0 -0.1 0.217
O 3.00564 1.14335 -1.78007 0.4 0.1 0.0 -0.611
H -4.37817 -0.04082 1.45655 -0.1 0.0 0.0 0.214
H 1.05365 2.48978 -2.60094 0.0 -0.1 0.0 0.230
H -3.10927 1.21945 3.03391 0.0 0.1 0.0 0.213
H -0.08206 1.14688 -2.36029 0.0 0.0 0.0 0.228
C -1.97815 -2.02131 -1.43169 -0.1 0.1 0.0 -0.194
O 3.19690 2.94850 1.14362 0.6 0.4 0.0 -0.673
H -0.48922 0.41311 2.44089 0.0 0.0 0.1 0.249
C -2.92526 -1.12051 -0.95337 0.1 0.0 0.0 -0.021
N 2.46116 -3.09966 1.23298 -0.6 0.2 0.1 -0.425
H 4.23164 -4.09809 1.31814 0.1 0.0 0.0 0.193
H 5.32695 -2.67385 -0.43846 0.1 0.0 0.0 0.220
C 4.30824 -2.49925 -0.13134 -0.1 0.0 0.1 -0.264
C 1.74700 -2.12706 0.70668 0.8 -0.1 -0.3 0.471
C -2.67282 -0.51821 0.27196 0.2 -0.1 -0.1 -0.017
C 3.56830 -1.47253 -0.69844 0.0 -0.1 0.0 -0.184
C -3.52040 0.47292 1.01412 -0.1 0.1 0.0 -0.433
H -5.05252 -1.04569 -1.13177 -0.1 0.0 0.0 0.219
H 0.49811 -0.25937 -0.51856 0.2 0.1 -0.2 0.429
C 0.68416 1.75912 -1.87939 0.0 0.1 0.0 -0.500
C -4.17025 -0.80809 -1.72473 0.0 0.0 0.1 -0.628
H -0.10706 -3.01880 -1.11186 0.1 -0.1 -0.1 0.230
C -1.52370 -0.80146 0.99722 0.3 -0.1 -0.1 0.021
H -0.71565 3.14742 -1.03277 0.0 0.0 0.0 0.216
H 3.99925 -0.82269 -1.44214 0.0 0.0 0.0 0.254
H -4.21276 0.25337 -1.96854 -0.1 0.1 -0.1 0.216
H 1.78228 3.84600 -0.61486 0.0 0.1 0.0 0.238
C -0.58397 -1.69930 0.50651 -0.6 -0.2 -0.3 0.238
H -1.68044 -0.69400 3.11709 0.0 0.0 0.1 0.217
O 1.61038 1.42537 1.49776 -0.1 -0.1 0.1 -0.617
C 3.70934 -3.28433 0.83477 0.3 0.0 -0.1 0.023